{
  "formula": "C2H8N3O2",
  "method": "wB97M-V/def2-TZVPD",
  "symbols": ["C", "C", "N", "N", "N", "O", "O", "H", "H", "H", "H", "H", "H", "H", "H"],
  "xyz": [[0.1755, 0.1728, -0.4720], [-0.5001, -0.5001, 0.4169], [1.9927, -0.4924, -0.2926], [0.0023, 1.1853, -1.3365], [-2.0533, -0.1038, 0.6045], [2.1243, -1.7736, 0.1571], [-0.2149, -1.4705, 1.1980], [2.2275, 0.1597, 0.4962], [0.5251, 1.1644, -2.2331], [2.3505, -2.3740, -0.5784], [0.3389, 2.1085, -1.1191], [-2.6360, -0.7804, 0.1231], [-1.9414, 0.8792, 0.1574], [-2.2992, -0.0910, 1.6278], [0.6983, -1.9847, 0.9943]],
  "forces_ev_per_a": [[4.5, -1.9, 0.8], [-2.1, 0.7, -0.6], [-2.4, 3.4, -1.1], [0.4, 1.3, -2.0], [2.7, 1.6, 0.1], [-0.5, -1.4, 1.1], [1.7, -2.4, 1.2], [0.0, -1.3, -0.6], [-0.9, -1.5, 0.3], [-0.1, 0.7, 0.0], [-0.2, 0.4, 1.6], [-0.3, 0.2, -0.3], [-1.4, -1.9, 0.8], [0.3, 0.2, -1.2], [-1.6, 1.6, -0.1]],
  "nbo_charge": [0.17, 0.41, -0.34, -0.84, -0.76, -0.58, -0.68, 0.35, 0.42, 0.51, 0.40, 0.45, 0.47, 0.46, 0.55],
  "total_charge": 1,
  "relative_energy_ev": 6.054,
  "homo_lumo_gap_ev": 9.569,
  "e_lumo_ev": -3.5,
  "multiplicity": 1
}

=====

{
  "formula": "C2H8N3O2",
  "method": "wB97M-V/def2-TZVPD",
  "symbols": ["C", "C", "N", "N", "N", "O", "O", "H", "H", "H", "H", "H", "H", "H", "H"],
  "xyz": [[0.2893, -0.0462, -0.0353], [-1.8903, -0.0896, -1.1677], [1.3747, -0.3065, 1.5622], [-0.9654, -0.3927, -0.0899], [0.9777, 0.6522, -0.8348], [2.3840, 0.5961, 1.2959], [-1.5829, -1.1472, 0.8725], [-1.5521, 0.8389, -1.8149], [-1.7879, -0.8688, -1.8643], [-2.9230, -0.1501, -0.8076], [1.8203, -1.1758, 1.3677], [1.9910, 0.9415, -0.3992], [0.8507, 0.8030, -1.7552], [2.3268, 1.2863, 1.9105], [-1.3130, -0.9410, 1.7602]],
  "forces_ev_per_a": [[0.4, -1.5, 3.9], [0.7, 1.6, -1.5], [-2.6, 2.1, -2.2], [0.7, 0.8, 0.8], [4.5, 1.1, 3.4], [0.6, -2.2, -1.6], [-0.5, -1.2, -0.8], [-1.0, -1.4, 1.9], [0.0, -1.3, -1.1], [0.4, 0.7, 0.1], [0.2, -1.2, -0.6], [-2.7, -0.8, -1.0], [-0.8, 0.6, -3.7], [-0.5, 1.8, 1.7], [0.7, 0.8, 0.7]],
  "nbo_charge": [0.59, -0.44, -0.24, -0.09, -0.77, -0.54, -0.50, 0.23, 0.23, 0.27, 0.36, 0.46, 0.43, 0.50, 0.50],
  "total_charge": 1,
  "relative_energy_ev": 6.832,
  "homo_lumo_gap_ev": 10.375,
  "e_lumo_ev": -4.1,
  "multiplicity": 1
}

=====

{
  "formula": "C2H8N3PS",
  "method": "wB97M-V/def2-TZVPD",
  "symbols": ["C", "C", "N", "N", "N", "P", "S", "H", "H", "H", "H", "H", "H", "H", "H"],
  "xyz": [[1.4306, 1.1391, 0.5498], [1.2578, 1.2050, -0.8771], [0.6272, 0.1325, -0.1048], [-1.0711, -1.0698, 1.5667], [-1.1143, -1.6040, -1.0216], [-1.0094, -0.1568, 0.1657], [-2.1982, 1.3380, -0.2027], [2.3783, 0.7805, 0.9913], [0.8889, 1.8835, 1.0774], [0.6443, 1.9744, -1.1863], [1.7574, 0.7212, -1.6310], [-0.9346, -1.9408, 1.2695], [-1.8354, -0.8785, 2.2535], [-0.7162, -1.2180, -1.9195], [-2.0427, -1.7091, -1.2842]],
  "forces_ev_per_a": [[1.6, -1.3, 0.9], [-1.2, -1.1, 0.1], [-0.2, -0.4, 0.0], [-1.6, 3.7, 1.4], [2.1, 3.6, 0.2], [3.4, -2.0, 2.2], [-3.0, 2.3, -2.4], [-0.7, 0.2, -0.1], [-0.3, 0.6, 0.7], [-1.4, 1.6, -0.8], [2.3, -0.3, -1.5], [0.4, -5.4, -0.5], [1.2, -0.4, -1.2], [0.0, -0.6, 1.1], [-2.6, -0.7, -0.3]],
  "nbo_charge": [-0.22, -0.25, -0.74, -1.19, -1.06, 1.32, -0.16, 0.21, 0.19, 0.19, 0.21, 0.37, 0.42, 0.37, 0.36],
  "total_charge": 0,
  "homo_lumo_gap_ev": [4.234, 6.370],
  "e_lumo_ev": [0.9, -3.2],
  "s2": 2.005,
  "multiplicity": 3
}

=====

{
  "formula": "C2H8N4",
  "method": "wB97M-V/def2-TZVPD",
  "symbols": ["H", "N", "C", "N", "N", "C", "N", "H", "H", "H", "H", "H", "H", "H"],
  "xyz": [[-1.0056, 0.3327, 1.7396], [-0.0175, 0.5215, 1.8396], [0.6072, 0.6354, 0.7435], [1.9619, 0.9611, 0.7374], [0.1470, 0.5810, -0.5606], [-1.0701, -0.0959, -0.9026], [-0.8927, -1.5442, -0.9041], [2.3400, 1.0753, 1.6651], [2.5842, 0.4784, 0.1047], [0.9931, 0.4726, -1.1651], [-1.8557, 0.2496, -0.2072], [-1.3576, 0.2057, -1.9152], [-1.7409, -2.0051, -1.2129], [-0.6933, -1.8681, 0.0377]],
  "forces_ev_per_a": [[-0.1, 0.1, -0.2], [0.0, -0.1, 0.5], [0.4, 0.1, -0.4], [0.2, 0.3, 0.6], [1.3, 0.0, -0.5], [0.0, -0.1, -0.2], [0.0, -0.1, 0.1], [0.0, -0.1, 0.0], [-0.2, 0.0, 0.1], [-1.8, 0.0, 0.1], [0.3, 0.0, -0.2], [0.0, 0.0, 0.2], [0.0, 0.0, 0.0], [0.0, 0.0, -0.1]],
  "nbo_charge": [0.34, -0.78, 0.58, -0.84, -0.63, -0.05, -0.85, 0.40, 0.38, 0.38, 0.17, 0.19, 0.36, 0.36],
  "total_charge": 0,
  "relative_energy_ev": 0.000,
  "homo_lumo_gap_ev": 9.999,
  "e_lumo_ev": 0.9,
  "multiplicity": 1
}

=====

{
  "formula": "C2H8N4",
  "method": "wB97M-V/def2-TZVPD",
  "symbols": ["C", "C", "N", "N", "N", "N", "H", "H", "H", "H", "H", "H", "H", "H"],
  "xyz": [[-0.8058, 0.5264, 0.2604], [-3.0012, -0.2391, -0.1630], [-1.7511, -0.4631, -0.1029], [0.4839, 0.5200, 0.2362], [1.2070, -0.5323, -0.0838], [2.6664, -0.3454, -0.1371], [-1.2610, 1.3859, 0.7581], [-3.5602, 0.6484, 0.0642], [-3.6331, -1.0005, -0.6253], [0.9456, 1.2856, 0.7018], [-1.5291, -1.4444, -0.4794], [3.2185, -0.5553, 0.8141], [2.9002, 0.6388, -0.5208], [2.9434, -0.9773, -0.9547]],
  "forces_ev_per_a": [[-1.4, 1.4, 1.1], [-1.7, -0.5, -1.0], [1.4, -1.8, -1.2], [1.3, -1.9, 0.2], [0.1, -1.2, -0.5], [0.3, 1.6, -0.3], [0.2, -0.2, -0.4], [0.5, 0.8, 0.5], [0.3, -0.2, 0.4], [-0.1, 1.0, 0.1], [0.6, 1.8, 0.8], [-1.4, 0.3, -2.4], [0.1, -1.6, 0.9], [-0.1, 0.5, 1.6]],
  "nbo_charge": [0.16, 0.18, -0.45, -0.20, -0.23, -0.59, 0.25, 0.26, 0.26, 0.45, 0.50, 0.48, 0.45, 0.49],
  "total_charge": 2,
  "relative_energy_ev": 4.556,
  "homo_lumo_gap_ev": [8.001, 8.000],
  "e_lumo_ev": [-9.9, -9.9],
  "multiplicity": 1
}

=====

{
  "formula": "C2H8N4O",
  "method": "wB97M-V/def2-TZVPD",
  "symbols": ["C", "O", "C", "N", "N", "N", "N", "H", "H", "H", "H", "H", "H", "H", "H"],
  "xyz": [[2.4261, -0.0143, -0.0054], [1.3182, -0.8039, 0.0333], [0.0979, -0.1961, -0.0409], [-0.0902, 1.0661, 0.3275], [-1.3881, 1.4903, -0.1603], [-0.8624, -1.2217, -0.3935], [-2.0179, -1.2722, 0.3162], [3.4243, -0.4329, -0.0766], [2.5128, 0.3865, 1.0407], [2.2936, 0.8322, -0.7774], [-1.6009, 1.1320, -1.1754], [-1.5054, 2.4977, 0.0884], [-0.2765, -2.1886, -0.4688], [-2.8001, -0.5605, 0.0165], [-1.5314, -0.7145, 1.2757]],
  "forces_ev_per_a": [[1.2, 4.1, 1.3], [-1.6, -1.6, -0.8], [-0.4, 0.1, 1.0], [-0.7, -2.9, -2.4], [-0.3, -0.1, -0.6], [4.6, -0.6, -2.7], [-0.5, 3.3, 5.1], [-0.4, -1.3, -0.8], [-0.1, 0.7, -1.0], [0.4, -1.1, 1.3], [0.7, 1.6, 2.6], [0.2, -1.4, -1.1], [-2.2, 3.0, 0.3], [2.4, -1.5, 0.2], [-3.2, -2.0, -2.4]],
  "nbo_charge": [-0.26, -0.51, 0.61, -0.38, -0.74, -0.50, -0.62, 0.20, 0.18, 0.19, 0.37, 0.38, 0.39, 0.36, 0.32],
  "total_charge": 0,
  "relative_energy_ev": 5.478,
  "homo_lumo_gap_ev": 9.076,
  "e_lumo_ev": 0.9,
  "multiplicity": 1
}

=====

Energy in Ha, matching the order above: -395.33485; -395.30626; -984.60688; -300.03071; -299.21709; -375.10530